No. 1
ORCA calculation (ωB97M-V/def2-TZVPD) on a cluster of 10 separate species, C53H125Cl4N9 in total.

Computed properties:
Structure (SMILES) ... ClC(Cl)(Cl)Cl.c1cc[nH]c1.CCN(CC)CC.CCN(CC)CC.CCN(CC)CC.CCN(CC)CC.CCN(CC)CC.CCN(CC)CC.CCN(CC)CC.CCN(CC)CC
Orbital gap ... 7.59 eV

Each line ends with the Löwdin charge.
CARTESIAN COORDINATES (ANGSTROEM)
C 4.792 5.146 -3.828  -0.0782
C 3.584 4.353 -3.417  -0.3009
N 3.248 3.242 -4.275  -0.1689
C 2.046 2.568 -3.689  -0.2229
C 1.214 1.789 -4.770  -0.0811
C 4.280 2.237 -4.617  -0.2312
C 4.838 1.486 -3.438  -0.1005
H 4.718 5.467 -4.867  0.0812
H 5.678 4.517 -3.745  0.0689
H 4.881 6.057 -3.235  0.0608
H 3.706 3.955 -2.409  0.1042
H 2.702 4.991 -3.359  0.1020
H 2.269 1.838 -2.911  0.0645
H 1.322 3.264 -3.266  0.1098
H 0.658 2.519 -5.357  0.0658
H 1.637 1.111 -5.511  0.0571
H 0.463 1.169 -4.279  0.0544
H 5.015 2.718 -5.262  0.1137
H 3.766 1.477 -5.205  0.0988
H 5.752 0.970 -3.734  0.0438
H 4.161 0.745 -3.013  0.0520
H 5.184 2.156 -2.651  0.0727
C 0.276 -4.675 4.589  -0.0623
C -0.897 -4.035 5.417  -0.2066
N -2.106 -3.557 4.666  -0.1628
C -2.879 -4.567 3.958  -0.2754
C -3.644 -5.392 4.950  -0.0979
C -1.747 -2.355 3.913  -0.2570
C -2.969 -1.577 3.543  -0.0836
H 0.935 -5.147 5.318  0.0650
H 0.931 -3.899 4.194  0.0370
H -0.079 -5.416 3.872  0.0626
H -1.173 -4.766 6.177  0.0912
H -0.557 -3.188 6.012  0.1068
H -3.697 -4.215 3.330  0.0896
H -2.317 -5.318 3.403  0.0958
H -4.151 -6.205 4.430  0.0727
H -3.005 -5.834 5.715  0.0639
H -4.448 -4.869 5.468  0.0778
H -1.158 -2.647 3.043  0.0964
H -1.115 -1.684 4.495  0.1123
H -3.634 -1.439 4.396  0.0898
H -3.543 -2.021 2.729  0.0505
H -2.754 -0.577 3.167  0.0418
C 4.006 1.433 3.674  -0.0747
C 5.276 0.520 3.491  -0.2334
N 4.831 -0.865 3.519  -0.2097
C 4.819 -1.376 4.903  -0.2259
C 4.200 -2.787 4.881  -0.0910
C 5.509 -1.741 2.569  -0.2583
C 6.972 -1.948 2.931  -0.0829
H 3.379 1.150 4.519  0.0557
H 3.281 1.310 2.870  0.0325
H 4.232 2.500 3.679  0.0689
H 5.741 0.804 2.546  0.1134
H 5.924 0.828 4.312  0.1047
H 5.802 -1.457 5.366  0.1093
H 4.153 -0.769 5.516  0.1099
H 3.218 -2.948 4.438  0.0511
H 4.863 -3.600 4.584  0.0689
H 4.058 -2.964 5.947  0.0693
H 5.189 -1.292 1.629  0.0849
H 5.056 -2.732 2.553  0.0986
H 7.599 -1.972 2.040  0.0494
H 7.202 -2.896 3.418  0.0703
H 7.457 -1.255 3.619  0.0737
C -5.300 -4.863 -2.595  -0.0629
C -4.849 -5.371 -1.180  -0.2402
N -4.012 -4.378 -0.530  -0.1924
C -4.732 -3.183 -0.190  -0.2689
C -5.952 -3.296 0.739  -0.0598
C -3.355 -5.000 0.600  -0.2670
C -2.350 -6.112 0.235  -0.0549
H -5.740 -5.668 -3.184  0.0646
H -4.449 -4.528 -3.189  0.0633
H -6.099 -4.147 -2.403  0.0617
H -5.703 -5.650 -0.562  0.1092
H -4.258 -6.272 -1.338  0.0981
H -5.083 -2.761 -1.131  0.0890
H -4.038 -2.502 0.303  0.0898
H -5.549 -3.693 1.670  0.0548
H -6.783 -3.893 0.364  0.0717
H -6.308 -2.309 1.034  0.0697
H -2.878 -4.230 1.207  0.0920
H -4.105 -5.275 1.341  0.0987
H -2.786 -7.078 -0.022  0.0679
H -1.661 -5.822 -0.558  0.0583
H -1.745 -6.226 1.134  0.0582
C -7.860 3.350 -0.566  -0.0963
C -6.796 2.899 0.382  -0.2907
N -6.187 1.576 0.183  -0.1855
C -5.222 1.218 1.240  -0.2590
C -5.862 1.058 2.617  -0.0724
C -5.486 1.598 -1.128  -0.2377
C -4.933 0.248 -1.581  -0.0852
H -8.518 2.505 -0.766  0.0837
H -7.401 3.642 -1.511  0.0636
H -8.357 4.232 -0.161  0.0782
H -6.017 3.661 0.403  0.1132
H -7.163 2.890 1.408  0.1051
H -4.702 0.302 0.961  0.0920
H -4.534 2.058 1.146  0.0960
H -5.165 0.434 3.177  0.0516
H -5.893 1.998 3.167  0.0668
H -6.817 0.556 2.460  0.0825
H -4.648 2.291 -1.059  0.1140
H -6.272 1.901 -1.820  0.1021
H -5.685 -0.532 -1.705  0.0716
H -4.189 -0.199 -0.921  0.0181
H -4.423 0.403 -2.532  0.0786
C -0.814 9.478 -1.913  -0.0787
C 0.320 9.450 -0.833  -0.2229
N 1.591 8.848 -1.312  -0.2015
C 1.503 7.413 -1.674  -0.2409
C 0.975 6.541 -0.500  -0.0760
C 2.319 9.667 -2.259  -0.2819
C 3.788 9.366 -2.303  -0.0865
H -1.667 10.088 -1.617  0.0685
H -1.010 8.442 -2.191  0.0566
H -0.469 9.932 -2.842  0.0581
H 0.464 10.502 -0.588  0.1006
H 0.019 8.943 0.084  0.0986
H 0.847 7.219 -2.522  0.1000
H 2.485 7.029 -1.950  0.0895
H 1.497 6.923 0.377  0.0789
H -0.104 6.600 -0.352  0.0652
H 1.147 5.475 -0.646  0.0459
H 2.139 10.676 -1.886  0.1123
H 1.783 9.612 -3.207  0.1091
H 4.046 8.479 -2.883  0.0502
H 4.185 9.226 -1.297  0.0844
H 4.289 10.168 -2.845  0.0727
C -1.711 -0.660 -0.422  -0.0810
C -0.283 -1.069 -0.234  -0.2345
N 0.684 -0.065 0.324  -0.1979
C 0.965 1.015 -0.600  -0.2332
C 1.633 2.207 0.126  -0.0558
C 1.888 -0.735 0.893  -0.1920
C 1.586 -1.682 2.114  -0.0502
H -1.760 0.285 -0.963  0.0746
H -2.086 -0.556 0.596  0.0586
H -2.274 -1.484 -0.860  0.0696
H -0.348 -2.037 0.264  0.1061
H 0.194 -1.423 -1.148  0.0831
H 1.489 0.677 -1.494  0.0786
H 0.019 1.437 -0.937  0.1115
H 2.611 2.012 0.568  0.0583
H 1.753 3.118 -0.460  0.0467
H 0.989 2.538 0.941  0.0671
H 2.633 -0.021 1.244  0.0830
H 2.317 -1.188 0.000  0.0574
H 1.225 -1.075 2.944  0.0653
H 2.507 -2.120 2.497  0.0412
H 0.874 -2.493 1.962  0.0464
C -0.916 -4.086 -2.927  -0.0620
C -0.304 -3.908 -4.340  -0.2250
N 1.151 -4.049 -4.342  -0.1941
C 1.569 -5.447 -4.208  -0.2543
C 2.951 -5.686 -4.832  -0.0824
C 1.807 -3.164 -3.383  -0.2799
C 1.555 -1.633 -3.571  -0.0897
H -1.982 -4.308 -2.989  0.0526
H -0.856 -3.287 -2.189  0.0514
H -0.559 -4.992 -2.436  0.0585
H -0.628 -4.686 -5.031  0.1055
H -0.510 -3.009 -4.920  0.1074
H 0.836 -6.090 -4.695  0.1091
H 1.524 -5.771 -3.169  0.1065
H 3.181 -6.751 -4.841  0.0673
H 3.727 -5.148 -4.287  0.0541
H 3.091 -5.359 -5.862  0.0730
H 1.522 -3.353 -2.348  0.0931
H 2.885 -3.316 -3.429  0.0579
H 0.474 -1.493 -3.587  0.0547
H 1.978 -1.020 -2.775  0.0268
H 1.819 -1.340 -4.587  0.0747
C 6.150 -2.174 -1.830  -1.9455
Cl 4.372 -2.159 -1.488  0.5463
Cl 6.391 -1.884 -3.586  0.5307
Cl 6.982 -0.855 -0.864  0.5012
Cl 6.692 -3.745 -1.350  0.5618
N -0.712 1.271 2.607  0.0229
C -1.962 1.677 2.331  -0.1560
C -2.479 2.230 3.523  -0.1344
C -1.531 2.145 4.486  -0.1268
C -0.389 1.556 3.923  -0.1040
H -0.135 0.853 1.892  0.0851
H -2.406 1.563 1.354  0.0850
H -3.459 2.672 3.628  0.0881
H -1.703 2.544 5.475  0.0949
H 0.556 1.272 4.363  0.0913

No. 2
ORCA calculation (ωB97M-V/def2-TZVPD) on a cluster of 2 separate species, C5H10ClN in total.

Computed properties:
Structure (SMILES) ... [H]/N=C\C.C=C(C)Cl
Orbital gap ... 10.03 eV
Energy relative to the best compared isomer or geometry (same formula, charge and spin) ... 226.6 kJ/mol

Each line ends with the natural charge from an NBO analysis.
CARTESIAN COORDINATES (ANGSTROEM)
C -1.215 -0.525 0.238  0.1339
C -1.285 -1.952 0.678  -0.7118
C 1.760 0.902 1.205  -0.6816
C 2.813 0.711 -0.928  -0.4137
C 2.054 0.121 0.057  0.0046
N -1.253 -0.078 -0.920  -0.6132
Cl 1.794 -1.603 0.014  -0.0053
H -0.902 0.318 0.898  0.1621
H -1.540 -2.606 -0.228  0.2165
H -2.136 -1.980 1.436  0.2288
H -0.260 -2.378 1.039  0.2532
H 1.485 1.890 0.907  0.2397
H 2.678 1.012 1.882  0.2368
H 0.862 0.575 1.765  0.2215
H 2.838 1.769 -1.133  0.2086
H 2.986 0.125 -1.783  0.1975
H -1.513 -0.688 -1.618  0.3223

No. 3
ORCA calculation (ωB97M-V/def2-TZVPD) on a structure of composition C4H12NOP.

Computed properties:
Orbital gap ... 9.00 eV
Energy relative to the best compared isomer or geometry (same formula, charge and spin) ... 556.1 kJ/mol

Each line ends with the natural charge from an NBO analysis.
CARTESIAN COORDINATES (ANGSTROEM)
C -2.382 0.316 -0.913  -0.5686
C 1.293 -0.449 1.984  -0.6154
C -1.135 0.484 0.014  -0.7653
C 1.727 -0.421 0.498  -0.7530
N 0.675 0.154 -2.039  -1.1549
O -0.294 -2.658 -0.607  -0.9146
P 0.259 -0.565 -0.562  1.6814
H -2.916 -0.429 -0.560  0.2210
H -2.934 1.200 -0.761  0.2089
H -2.010 0.185 -1.942  0.1923
H 0.511 0.150 2.309  0.2100
H 0.966 -1.511 2.051  0.2379
H 2.262 -0.256 2.565  0.2204
H -1.279 0.006 1.077  0.2602
H -0.897 1.591 -0.113  0.2480
H 2.509 -1.099 0.207  0.2592
H 2.251 0.458 0.409  0.2319
H 1.191 -0.545 -2.611  0.4068
H -0.157 0.309 -2.639  0.3937

No. 4
ORCA calculation (ωB97M-V/def2-TZVPD) on the molecule C3H3ClO2.

Computed properties:
Structure (SMILES) ... C=COC(=O)Cl
Orbital gap ... 11.25 eV
Energy relative to the best compared isomer or geometry (same formula, charge and spin) ... 75.0 kJ/mol

Each line ends with the natural charge from an NBO analysis.
CARTESIAN COORDINATES (ANGSTROEM)
C -0.589 0.401 1.645  0.7724
C -0.118 0.396 -0.921  0.1353
C 0.541 -0.696 -1.238  -0.4414
O -1.344 0.717 2.491  -0.5086
O -0.777 0.645 0.339  -0.5327
Cl 0.948 -0.394 2.010  -0.0798
H -0.302 1.249 -1.552  0.2078
H 0.672 -1.518 -0.556  0.2238
H 0.969 -0.800 -2.219  0.2230